24
Properties=species:S:1:pos:R:3:nbo_charge:R:1 method="wB97M-V/def2-TZVPD" homo_energy_ha=-0.307 de_lowest_kcal_mol=9.3 e_lumo_ev=0.8 orbital_gap_ev=9.2 smiles="C#C/C=C(/C)O[Si](C)(C)C"
C 1.72272 -1.57070 -0.10046 -0.023
C 2.30747 -0.34168 0.01469 -0.436
C 1.08923 -2.60088 -0.16859 -0.273
C 1.69085 0.82973 0.05210 0.433
C 2.36594 2.24078 0.14422 -0.645
C -1.22776 -1.06117 -1.51158 -1.143
C -2.25193 1.60674 -0.00652 -1.078
C -1.29585 -1.21182 1.44726 -1.125
O 0.35349 0.96849 0.04835 -0.869
Si -1.01173 0.07660 0.01856 1.858
H 3.42676 -0.43205 -0.19437 0.241
H 0.97340 -3.71576 -0.19602 0.254
H 1.67463 2.93568 -0.28359 0.225
H 2.35980 2.49420 1.26458 0.228
H 3.27410 2.26604 -0.35842 0.221
H -0.70687 -2.08643 -1.66903 0.257
H -2.33074 -1.23623 -1.33839 0.224
H -1.06940 -0.53403 -2.46960 0.235
H -3.32330 1.46552 -0.17739 0.236
H -2.04988 2.02362 0.97654 0.229
H -1.80323 2.29844 -0.66193 0.231
H -0.94516 -2.19411 1.10092 0.246
H -0.84248 -0.87025 2.47620 0.241
H -2.38007 -1.35070 1.59249 0.234